No. 1
Entry from the OMol25 dataset: a 2-piece molecular cluster, C8H11NO overall (ωB97M-V with the def2-TZVPD basis set).

Geometry (Å):
C  0.62755  -0.24715  -1.20467
C  -0.08114  0.30526  -2.37388
C  -0.24608  1.69942  -2.56829
C  0.37019  2.64409  -1.75577
C  1.10721  2.07285  -0.67903
C  1.06326  0.75666  -0.33376
C  -0.50879  -1.72108  1.84732
C  -1.44243  -2.33199  2.75939
H  0.88943  -1.29692  -1.08600
H  -0.89179  -0.43759  -2.87134
H  -0.83821  1.88903  -3.45566
H  0.42132  3.64137  -1.71730
H  1.64467  2.77476  -0.12714
H  1.68341  0.49803  0.67496
H  -0.40653  0.34960  0.79710
H  -1.73346  -0.28305  2.03962
H  -2.32791  -2.95584  2.10475
H  -2.15343  -1.55589  3.16897
H  -0.91613  -2.96237  3.50106
N  -0.88349  -0.37694  1.50219
O  0.68431  -2.01136  1.53847

Total charge: 0
Calculated total energy in eV: -12009.16604
Spin multiplicity: 1
SMILES: c1ccccc1.CC(N)=O
Energy relative to the best compared isomer or geometry (same formula, charge and spin) in kcal per mole: 74.6
HOMO in eV: -9.12


No. 2
Entry from the OMol25 dataset: a 6-piece molecular cluster, C30H80N6O14P2S overall (ωB97M-V with the def2-TZVPD basis set).

Geometry (Å):
N  -2.15158  -3.59982  0.63231
O  -1.78217  -4.96457  0.38332
P  -0.38590  -5.18077  -0.33090
O  -0.08723  -4.25144  -1.41178
O  -0.51938  -6.72320  -0.62320
O  0.79210  -5.11915  0.78068
P  0.72334  -4.69395  2.33662
S  -0.41344  -5.69441  3.50801
H  -1.97292  -3.44161  1.62035
H  -1.56931  -2.99528  0.05547
H  0.33774  -7.17248  -0.69401
H  0.49472  -3.31538  2.34315
H  2.06363  -4.79471  2.70453
C  6.91656  -1.24141  0.87071
O  6.15037  -0.32284  0.12245
C  5.81744  -0.74760  -1.19491
C  4.33847  -1.02956  -1.32022
N  3.94932  -2.19553  -0.54271
C  2.50908  -2.39688  -0.41764
C  1.68836  -1.31584  0.27242
O  1.92165  -1.18874  1.66471
C  3.05951  -0.41292  2.01586
H  7.26454  -0.71968  1.76127
H  6.33537  -2.11607  1.18552
H  7.78630  -1.58945  0.30516
H  6.41160  -1.62316  -1.47267
H  6.07612  0.06713  -1.87759
H  4.10343  -1.20871  -2.37389
H  3.80658  -0.11687  -1.01460
H  4.35411  -2.11913  0.38116
H  2.36361  -3.32331  0.13855
H  2.09394  -2.56556  -1.41494
H  0.63518  -1.60086  0.17796
H  1.79015  -0.34073  -0.21800
H  3.23830  0.38604  1.29185
H  3.95889  -1.03201  2.09573
H  2.86815  0.02829  2.99277
C  4.75600  6.85166  -2.70602
O  5.62103  6.94423  -1.59516
C  5.02382  6.63929  -0.34255
C  5.54793  5.33774  0.22039
N  5.09943  4.20004  -0.56644
C  5.73407  2.92938  -0.23185
C  7.23972  2.79827  -0.40708
O  7.67071  2.82088  -1.75531
C  7.84355  4.10364  -2.32132
H  5.27930  7.28379  -3.55702
H  4.49102  5.81604  -2.94834
H  3.83188  7.41398  -2.53946
H  3.93394  6.60594  -0.43751
H  5.28067  7.44729  0.34784
H  5.17617  5.22679  1.24425
H  6.64293  5.41893  0.27405
H  5.25516  4.39743  -1.54669
H  5.26885  2.16055  -0.85305
H  5.48753  2.68230  0.80586
H  7.51608  1.81488  -0.02356
H  7.79364  3.54369  0.17835
H  8.18390  4.82886  -1.57626
H  6.92709  4.48267  -2.78448
H  8.60217  4.01791  -3.09911
C  -5.13232  -1.91997  -0.62142
O  -4.97379  -2.21816  -1.99383
C  -4.27064  -3.42889  -2.26805
C  -5.20923  -4.48067  -2.81358
N  -6.14328  -4.93832  -1.79767
C  -7.22451  -5.77955  -2.29119
C  -8.18130  -5.19971  -3.32546
O  -9.00940  -4.16218  -2.84022
C  -8.43246  -2.87163  -2.85012
H  -5.50381  -0.89686  -0.55926
H  -5.85420  -2.58005  -0.12772
H  -4.18411  -1.98996  -0.08454
H  -3.74273  -3.78873  -1.38282
H  -3.52166  -3.20568  -3.03414
H  -4.61454  -5.33182  -3.16070
H  -5.71382  -4.04941  -3.69069
H  -6.54002  -4.13325  -1.33084
H  -7.81937  -6.08503  -1.42693
H  -6.78556  -6.69072  -2.71203
H  -8.85642  -6.00449  -3.62696
H  -7.65835  -4.86594  -4.23092
H  -7.75161  -2.74317  -3.69717
H  -7.88849  -2.65117  -1.92562
H  -9.24388  -2.15042  -2.94461
C  0.11189  2.31845  9.17213
O  1.50761  2.50516  9.26814
C  2.21047  1.45422  9.91629
C  3.07203  0.68260  8.94275
N  2.26046  -0.07985  8.00695
C  2.99156  -0.67513  6.89656
C  3.72526  0.24843  5.93241
O  2.87886  1.04549  5.12664
C  2.39783  2.23357  5.72602
H  -0.31496  3.26026  8.83233
H  -0.16012  1.53349  8.45707
H  -0.32402  2.06556  10.14351
H  1.51136  0.78454  10.42647
H  2.85807  1.90893  10.67061
H  3.70338  -0.01016  9.50816
H  3.73611  1.40519  8.44736
H  1.53075  0.51736  7.64028
H  2.27792  -1.26024  6.31099
H  3.71978  -1.38296  7.30696
H  4.28059  -0.38731  5.23696
H  4.46374  0.88147  6.43988
H  3.12579  2.65469  6.42463
H  1.45077  2.07859  6.25091
H  2.22097  2.95156  4.92548
C  -7.14874  3.57071  -6.70915
O  -6.60148  3.71454  -5.41689
C  -7.36811  3.12963  -4.37317
C  -6.68205  1.91505  -3.79022
N  -6.65469  0.81263  -4.73677
C  -5.82713  -0.32328  -4.33455
C  -4.33119  -0.08624  -4.16038
O  -3.64866  0.18784  -5.37331
C  -3.69253  1.52463  -5.82314
H  -6.57252  4.21084  -7.37488
H  -7.09068  2.54045  -7.07860
H  -8.19601  3.88805  -6.73594
H  -8.36779  2.86896  -4.73476
H  -7.47611  3.88156  -3.58659
H  -7.23546  1.60009  -2.89906
H  -5.68008  2.22703  -3.46235
H  -6.33697  1.15610  -5.63316
H  -5.94752  -1.09894  -5.09599
H  -6.22911  -0.72962  -3.40522
H  -3.89294  -1.00436  -3.77582
H  -4.11722  0.69629  -3.42075
H  -3.72002  2.23109  -4.98796
H  -4.55005  1.72108  -6.47447
H  -2.78677  1.70373  -6.40294

Total charge: 0
Calculated total energy in eV: -99421.03358
Spin multiplicity: 1
SMILES: NO[P@](=O)(O)O[PH2]=S.COCCNCCOC.COCCNCCOC.COCCNCCOC.COCCNCCOC.COCCNCCOC
Energy relative to the best compared isomer or geometry (same formula, charge and spin) in kcal per mole: 0.0
HOMO in eV: -8.42


No. 3
Entry from the OMol25 dataset: C35H42F10N6ORbS2Sb as an isolated structure (ωB97M-V with the def2-TZVPD basis set).

Geometry (Å):
Rb  0.37140  -1.00478  -0.80240
C  -3.30412  -1.45497  -1.98283
N  -2.43812  -2.41032  -1.31907
C  -2.95254  -2.73305  0.01252
C  -2.53457  -1.70388  1.06909
N  -1.15874  -1.87794  1.47761
C  -0.85258  -2.67291  2.48067
C  0.53565  -2.80974  2.82364
F  1.43648  -2.17994  2.02788
C  1.02449  -3.54853  3.86714
F  2.35052  -3.57913  4.11259
C  0.16983  -4.27710  4.68520
F  0.63545  -4.96263  5.76088
C  -1.17575  -4.23255  4.38392
F  -2.03771  -4.94475  5.14387
C  -1.66775  -3.48399  3.33246
F  -3.00917  -3.59965  3.10517
C  -2.25328  -3.59412  -2.15160
C  -0.99446  -4.39926  -1.85768
N  0.16654  -3.59408  -2.15146
C  1.35278  -4.14816  -2.27357
C  2.47696  -3.29153  -2.53042
F  2.24356  -1.95190  -2.60581
C  3.77297  -3.70248  -2.69792
F  4.74235  -2.79957  -2.94354
C  4.10697  -5.04735  -2.61413
F  5.38555  -5.46995  -2.78857
C  3.08210  -5.93257  -2.34501
F  3.36711  -7.24932  -2.24302
C  1.77692  -5.51314  -2.17926
F  0.87437  -6.49531  -1.89344
H  -4.29783  -1.88722  -2.21399
H  -2.84963  -1.13027  -2.92343
H  -3.46057  -0.57391  -1.36126
H  -2.55669  -3.70417  0.31326
H  -4.05480  -2.83211  -0.02450
H  -3.26206  -1.71628  1.88809
H  -2.62423  -0.70451  0.62282
H  -2.17296  -3.25638  -3.18873
H  -3.14332  -4.25030  -2.09055
H  -1.06432  -5.30812  -2.47177
H  -1.00914  -4.74332  -0.81167
O  1.35927  1.60552  -0.85158
N  2.62564  1.31485  -1.10073
C  3.27233  0.56413  -0.17003
C  4.56693  0.16181  -0.33112
C  5.23960  0.55082  -1.49570
C  4.59321  1.34201  -2.40524
C  3.25503  1.77944  -2.23121
S  2.47633  2.81430  -3.32619
H  2.67239  0.31291  0.69521
H  5.02532  -0.45294  0.42974
H  6.25676  0.22822  -1.67792
H  5.07944  1.66965  -3.31229
C  -2.41717  3.10796  3.55985
C  -1.50659  4.02067  2.74524
C  -2.32488  5.04582  1.96442
Sb  -0.27374  2.85174  1.36240
C  1.12188  2.07372  2.84873
C  1.41541  3.00888  4.01527
C  0.65710  0.70681  3.34571
C  0.90395  4.59874  0.76574
C  2.40809  4.35296  0.72720
C  0.41427  5.06983  -0.60270
H  -3.07937  3.68817  4.21488
H  -1.85165  2.41554  4.18710
H  -3.05071  2.50488  2.90239
H  -0.82151  4.54777  3.41773
H  -2.95138  4.55513  1.21484
H  -1.68912  5.76455  1.44289
H  -2.98552  5.61221  2.63362
H  2.03860  1.94528  2.26434
H  0.53805  3.11022  4.66040
H  1.69904  4.01271  3.68851
H  2.22756  2.61507  4.63850
H  -0.24679  0.79906  3.95576
H  1.42098  0.23078  3.97163
H  0.40833  0.02125  2.53413
H  0.68734  5.36056  1.52442
H  2.64388  3.53448  0.04815
H  2.81968  4.11636  1.71066
H  2.92943  5.24139  0.35085
H  0.68166  4.33258  -1.36509
H  0.89282  6.01539  -0.88613
H  -0.66885  5.21440  -0.63502
C  -4.37527  1.66146  -3.98749
N  -2.97034  1.72073  -3.66784
C  -1.94145  1.53604  -4.58548
C  -0.78679  1.63974  -3.90774
N  -1.11703  1.87760  -2.58666
C  -2.45969  1.94021  -2.41949
S  -3.35817  2.24092  -1.02710
H  -4.60429  2.35529  -4.79782
H  -4.92723  1.94039  -3.09307
H  -4.65503  0.64880  -4.28443
H  -2.13289  1.34683  -5.62615
H  0.24881  1.56667  -4.19785
H  -0.38135  1.93084  -1.88943

Total charge: -2
Calculated total energy in eV: -104001.93053
Spin multiplicity: 1
HOMO in eV: -1.88


No. 4
Entry from the OMol25 dataset: the molecule C3H3FN2O (ωB97M-V with the def2-TZVPD basis set).

Geometry (Å):
C  1.03875  0.90419  -0.85536
C  -0.17679  0.71356  -1.28523
C  -1.21123  -0.86860  1.86264
N  -0.09755  0.83882  0.16904
N  -0.21669  -0.50429  0.94049
O  0.74173  -1.30015  0.85463
F  -2.34373  -0.10715  1.99748
H  2.06214  0.96478  -0.63436
H  -0.84831  0.59990  -2.13859
H  -0.91104  -1.76536  2.36016

Total charge: 0
Calculated total energy in eV: -10897.03282
Spin multiplicity: 1
SMILES: [O-]/[N+](=C/F)N1C=C1
Energy relative to the best compared isomer or geometry (same formula, charge and spin) in kcal per mole: 181.1
HOMO (alpha / beta) in eV: -8.37 / -8.37


No. 5
Entry from the OMol25 dataset: C19H24BN6Se3TeTi as an isolated structure (ωB97M-V with the def2-TZVPD basis set).

Geometry (Å):
Ti  -0.78255  -0.33625  -0.20831
C  2.84545  -3.93145  1.26889
C  1.97185  -2.79885  1.79789
C  2.28765  -2.53895  3.27859
C  2.12065  -1.49835  1.03989
C  1.30095  -0.41925  1.39889
C  1.51185  0.85415  0.85849
C  2.53435  1.07635  -0.06141
C  2.87715  2.46395  -0.50341
C  3.28505  -0.01885  -0.48011
C  3.08505  -1.28025  0.05939
H  2.61605  -4.84625  1.80979
H  3.89855  -3.70615  1.41649
H  2.66045  -4.11085  0.20819
H  0.91625  -3.11785  1.73399
H  3.26515  -2.07015  3.38209
H  2.29555  -3.47655  3.82709
H  1.54075  -1.89395  3.73549
H  0.64025  -0.52875  2.25889
H  0.99025  1.71065  1.27989
H  2.03095  3.14295  -0.41421
H  3.23395  2.47935  -1.52871
H  3.67785  2.84545  0.13049
H  4.07915  0.13225  -1.19731
H  3.72295  -2.08875  -0.25931
C  0.44735  2.54425  -3.13691
C  0.64365  1.33085  -2.48641
N  -0.32445  1.14135  -1.58811
N  -1.15245  2.19905  -1.65571
C  -0.70765  3.05895  -2.58071
B  -2.54325  2.15565  -0.99761
N  -2.37125  2.03505  0.52499
C  -3.00765  2.71135  1.48789
C  -2.57185  2.24825  2.71559
C  -1.64915  1.25965  2.40559
N  -1.53505  1.13585  1.07609
N  -3.15685  0.82815  -1.48401
C  -4.23435  0.61175  -2.24771
C  -4.30495  -0.73865  -2.53701
C  -3.20005  -1.29145  -1.90161
N  -2.52265  -0.33445  -1.26291
H  1.05045  2.98225  -3.90541
H  1.42255  0.59785  -2.63221
H  -1.22575  3.97285  -2.78831
H  -3.19195  3.08935  -1.30121
H  -3.73605  3.46035  1.25949
H  -2.87975  2.56925  3.68859
H  -1.08445  0.65435  3.09729
H  -4.86775  1.42125  -2.54841
H  -5.03805  -1.25145  -3.12541
H  -2.88655  -2.32345  -1.89311
Se  -1.81015  -1.93335  1.43139
Se  -2.24185  -3.93655  0.39349
Te  -0.18275  -4.29995  -1.07181
Se  0.25715  -1.94195  -1.76731

Total charge: +1
Calculated total energy in eV: -256156.08710
Spin multiplicity: 1
HOMO (alpha / beta) in eV: -10.23 / -10.23


No. 6
Entry from the OMol25 dataset: a 2-piece molecular cluster, C5H13NO overall (ωB97M-V with the def2-TZVPD basis set).

Geometry (Å):
C  -1.19434  -0.68623  -0.39887
C  0.73492  1.08049  0.42144
C  -1.69022  -1.78693  -1.33646
C  0.15628  1.09437  1.79226
C  2.19025  0.77124  0.27075
N  -1.17422  0.61382  -0.85158
O  0.26585  -1.07568  0.00690
H  0.73366  -1.19640  -0.83381
H  -1.07995  0.65210  -1.86846
H  -1.68073  -0.77100  0.57719
H  0.40445  1.90222  -0.19440
H  -2.74615  -1.62249  -1.55613
H  -1.57112  -2.77959  -0.89704
H  -1.14219  -1.75784  -2.28455
H  2.74610  1.65632  0.61326
H  0.35536  0.17000  2.33488
H  0.62906  1.92082  2.34287
H  -0.91453  1.28534  1.76145
H  2.50930  -0.07938  0.87206
H  2.46821  0.60882  -0.77178

Total charge: 0
Calculated total energy in eV: -8929.53410
Spin multiplicity: 1
Energy relative to the best compared isomer or geometry (same formula, charge and spin) in kcal per mole: 103.2
HOMO (alpha / beta) in eV: -7.67 / -7.68


No. 7
Entry from the OMol25 dataset: the molecule C7H10 (ωB97M-V with the def2-TZVPD basis set).

Geometry (Å):
C  -1.82545  0.51309  -0.22449
C  -1.10307  -0.80817  -0.04849
C  0.29066  -1.17719  -0.43503
C  1.34245  1.11785  -1.00671
C  1.36842  1.02299  0.33947
C  1.08505  -0.23556  0.99020
C  -0.09137  -1.10239  0.98878
H  -2.20581  0.61911  -1.24685
H  -2.68010  0.56568  0.46252
H  -1.16787  1.35607  -0.01347
H  -1.78175  -1.66659  -0.10367
H  0.64940  -2.02518  -1.00461
H  1.19659  2.07391  -1.49488
H  1.59353  0.28147  -1.64881
H  1.68444  1.88247  0.93602
H  1.74981  -0.47554  1.84716
H  -0.10494  -1.94203  1.66287

Total charge: 0
Calculated total energy in eV: -7415.92276
Spin multiplicity: 1
SMILES: C=C[C@H]1[C@H]2[C@@H](C)[C@@H]12
Energy relative to the best compared isomer or geometry (same formula, charge and spin) in kcal per mole: 117.9
HOMO in eV: -8.01


No. 8
Entry from the OMol25 dataset: the molecule C10H14O2P2 (ωB97M-V with the def2-TZVPD basis set).

Geometry (Å):
C  0.26021  -0.70525  2.61880
C  -0.57928  0.16369  1.98317
C  0.63686  -1.68821  -1.46536
C  0.68305  -0.67042  -2.36282
C  -0.32216  -1.61734  -0.42549
C  1.41253  -0.92365  1.89515
C  -0.17923  0.66936  0.70157
C  -0.95562  -0.35981  -0.30409
C  -2.01480  0.06989  -3.06427
C  2.04295  1.85606  1.94201
O  -0.21134  1.95585  -2.01525
O  2.44590  0.29215  -0.46914
P  -0.60345  0.53492  -1.97285
P  1.65331  0.40172  0.78175
H  -0.15656  -1.28002  3.52394
H  -1.53400  0.41302  2.39720
H  0.91828  -2.70511  -1.60431
H  1.30515  -0.62320  -3.24254
H  -0.82040  -2.51950  -0.00634
H  2.12944  -1.61840  2.25886
H  -0.46244  1.59982  0.49907
H  -1.95010  -0.20090  0.04099
H  -2.88520  -0.42207  -2.54430
H  -2.40329  1.07312  -3.60503
H  -1.64563  -0.54516  -3.85702
H  1.93619  1.55971  2.94378
H  3.06574  2.17307  1.68529
H  1.46262  2.77399  1.71066

Total charge: 0
Calculated total energy in eV: -33266.90291
Spin multiplicity: 1
Energy relative to the best compared isomer or geometry (same formula, charge and spin) in kcal per mole: 38.3
HOMO (alpha / beta) in eV: -7.61 / -7.72


No. 9
Entry from the OMol25 dataset: an isolated ion of composition C5H9O2S and charge -1 (ωB97M-V with the def2-TZVPD basis set).

Geometry (Å):
O  1.81996  2.22664  -1.46045
C  1.40534  2.21825  -0.27755
O  0.98404  3.16942  0.40670
C  1.37245  0.83532  0.45631
C  -0.05961  0.43777  0.78689
C  -0.90285  0.18230  -0.44745
S  -0.48897  -1.25655  -1.45750
C  -1.06288  -2.54219  -0.36574
H  1.86517  0.09291  -0.17158
H  1.89240  1.03402  1.38645
H  -0.03630  -0.40674  1.48564
H  -0.52628  1.27244  1.31716
H  -0.76442  1.03633  -1.10952
H  -1.97561  0.13434  -0.23527
H  -0.21495  -3.10872  0.01973
H  -1.76067  -3.23242  -0.83103
H  -1.54682  -2.09311  0.49721

Total charge: -1
Calculated total energy in eV: -20262.77637
Spin multiplicity: 1
SMILES: CSCCCC(=O)[O-]
Energy relative to the best compared isomer or geometry (same formula, charge and spin) in kcal per mole: 0.0
HOMO in eV: -3.94


no.,largest force on an atom (eV/A)
1,8.0
2,1.2
3,0.5
4,6.0
5,2.0
6,1.4
7,1.1
8,4.4
9,0.9